# 1
Molecular formula: C5H7N
Method: DFT, ωB97M-V/def2-TZVPD

Positions of all 13 atoms, in Å:
N  1.6873  -0.4099  -0.5370
C  0.1000  -1.0608  -1.0937
C  0.9524  -0.4318  0.6087
C  -1.0781  0.7242  0.0536
C  0.0720  0.7125  1.0360
C  -1.0289  -0.1703  -0.9358
H  -0.2683  0.5807  2.0692
H  -1.8427  -0.2937  -1.6592
H  1.7737  0.5623  -0.8658
H  1.1863  -1.2203  1.3189
H  -1.8756  1.4410  0.1480
H  -0.2610  -2.1281  -1.1552
H  0.5830  1.6942  1.0123

Output
molecular weight	81.1	g mol⁻¹
HOMO-LUMO gap	0.3157	hartree
E_tot	-249.3142	hartree
LUMO	0.986	eV



# 2
Molecular formula: C4H10O
Method: DFT, ωB97M-V/def2-TZVPD

Positions of all 15 atoms, in Å:
O  2.7306  -0.8030  0.3246
C  -2.1667  -0.0148  -0.2057
C  -0.7866  0.6105  -0.0148
C  1.7023  0.1715  0.2634
C  0.3154  -0.4420  0.1025
H  3.0627  -0.9393  -0.5726
H  -2.4424  -0.6247  0.6623
H  -2.9434  0.7446  -0.3435
H  -0.5670  1.2846  -0.8549
H  -0.7874  1.2362  0.8886
H  0.3048  -1.0905  -0.7846
H  -2.1800  -0.6673  -1.0867
H  1.8965  0.8907  -0.5475
H  1.7432  0.7348  1.2034
H  0.1178  -1.0913  0.9656

Output
molecular weight	74.1	g mol⁻¹
HOMO-LUMO gap	0.4129	hartree
SMILES	CCCCO
E_tot	-233.6331	hartree
LUMO	1.024	eV



# 3
Molecular formula: C6H8N2
Method: DFT, ωB97M-V/def2-TZVPD

Positions of all 16 atoms, in Å:
N  -1.4710  2.0825  -2.3751
N  1.7455  -0.6711  -0.1452
C  -0.2240  0.6303  -0.6570
C  -0.9090  1.2895  -1.7879
C  -1.1829  0.3164  0.2301
C  1.4279  -1.4172  1.2301
C  -2.2867  1.1942  0.4767
C  0.8982  -0.1604  -1.1340
H  -2.3984  2.2068  0.0116
H  -1.3590  -0.6039  0.8831
H  1.7867  -0.5042  1.8880
H  -2.7058  0.7448  1.3288
H  2.0697  -2.3005  1.3666
H  0.2149  -1.7059  1.1234
H  2.8187  -1.0519  -0.3891
H  1.5752  -0.0496  -2.0500

Output
molecular weight	108.1	g mol⁻¹
HOMO-LUMO gap	0.2788	hartree
SMILES	C=C/C(C#N)=C\NC
E_tot	-342.7307	hartree
LUMO	-0.033	eV



> Look up the HOMO-LUMO gap of the second one.

0.4129 hartree



> Which formula does entry 3 have?

C6H8N2